C22H30F17N2O4 | ωB97M-V/def2-TZVPD

total charge	-1
HOMO level	-0.1851	Ha
spin multiplicity	1
LUMO level	1.96	eV
total energy	-2964.397378	Ha
frontier orbital gap	7.00	eV
strongest force on any atom	6.42	eV/A

```
75
C22H30F17N2O4 (ωB97M-V/def2-TZVPD)
O -6.994 0.305 0.263
N -5.974 0.605 0.802
O -4.918 0.430 -0.036
C -3.901 -0.273 0.774
N -2.513 0.032 0.310
C -2.243 1.471 0.352
F -2.688 2.092 -0.851
F -2.897 2.129 1.415
C -0.671 1.777 0.565
F -0.375 3.140 0.547
F -0.383 1.302 1.870
C 0.264 0.904 -0.417
F 0.409 -0.345 0.235
F -0.379 0.606 -1.629
C 1.741 1.472 -0.589
F 2.180 1.813 0.712
F 2.556 0.400 -0.985
C 1.879 2.766 -1.512
F 2.264 3.823 -0.650
F 0.690 3.185 -2.105
C 3.042 2.681 -2.609
F 4.294 2.356 -2.064
F 3.190 4.002 -3.100
C 2.704 1.771 -3.876
F 1.520 1.049 -3.774
F 2.543 2.625 -4.992
C 3.850 0.738 -4.285
F 5.062 1.326 -4.601
F 4.053 -0.278 -3.368
F 3.403 0.108 -5.465
C -4.099 -1.846 0.479
O -4.161 -2.620 1.504
O -4.150 -2.394 -0.800
H -4.034 -0.026 1.869
H -2.519 -0.273 -0.684
C -7.054 -4.160 0.127
C -6.089 -5.308 -0.119
C -6.795 -6.650 -0.324
C -7.608 -7.143 0.875
C -6.818 -7.303 2.174
C -5.706 -8.338 2.075
H -7.641 -4.312 1.037
H -6.498 -3.227 0.238
H -7.747 -4.044 -0.714
H -5.375 -5.370 0.707
H -5.500 -5.082 -1.014
H -6.047 -7.404 -0.595
H -7.464 -6.571 -1.189
H -8.059 -8.110 0.614
H -8.448 -6.464 1.053
H -7.510 -7.609 2.968
H -6.400 -6.342 2.489
H -6.112 -9.319 1.813
H -5.188 -8.430 3.033
H -4.963 -8.062 1.324
C 5.634 2.610 0.843
C 5.860 3.941 0.138
C 7.340 4.268 -0.069
C 8.154 4.426 1.217
C 7.641 5.494 2.184
C 7.671 6.899 1.594
H 6.066 2.604 1.846
H 4.565 2.412 0.944
H 6.078 1.789 0.273
H 5.365 4.741 0.698
H 5.372 3.905 -0.839
H 7.418 5.182 -0.667
H 7.797 3.477 -0.674
H 9.189 4.664 0.944
H 8.200 3.467 1.744
H 8.268 5.481 3.083
H 6.626 5.256 2.517
H 8.688 7.176 1.305
H 7.318 7.625 2.330
H 7.028 6.981 0.715
```

Löwdin atomic charges, in units of e: O 0.05; N -0.06; O -0.07; C -0.22; N 0.13; C -0.36; F 0.06; F 0.08; C -0.23; F 0.10; F 0.08; C -0.22; F 0.10; F 0.10; C -0.22; F 0.09; F 0.11; C -0.22; F 0.09; F 0.13; C -0.21; F 0.10; F 0.09; C -0.22; F 0.13; F 0.10; C -0.38; F 0.13; F 0.13; F 0.10; C -0.51; O -0.08; O -0.18; H 0.16; H 0.14; C -0.11; C -0.26; C -0.24; C -0.24; C -0.27; C -0.12; H 0.06; H 0.05; H 0.07; H 0.10; H 0.11; H 0.10; H 0.10; H 0.10; H 0.10; H 0.10; H 0.10; H 0.07; H 0.07; H 0.07; C -0.10; C -0.27; C -0.23; C -0.23; C -0.27; C -0.12; H 0.07; H 0.05; H 0.08; H 0.10; H 0.08; H 0.10; H 0.11; H 0.11; H 0.10; H 0.10; H 0.10; H 0.07; H 0.07; H 0.07